Record 1
12
Properties=species:S:1:pos:R:3:forces:R:3:nbo_charge:R:1 method="wB97M-V/def2-TZVPD" spin_multiplicity=3 energy_ha=-799.03792 molar_mass_g_mol=124.5 e_above_lowest_kj_mol=234.5 lumo_energy_ev="0.8 / -3.0" total_charge=0
C 1.645 -1.577 0.198 1.2 -7.2 -1.9 -0.28
C -0.812 1.378 0.622 -0.9 1.2 3.4 -0.25
N 1.894 -0.302 0.341 1.1 6.3 -0.6 -0.35
N -1.333 0.598 -0.221 -0.8 0.7 -1.6 0.37
O -0.790 -0.169 -0.993 0.7 -1.8 -0.6 -0.49
O -2.708 0.785 -0.554 1.0 -0.7 -0.4 -0.54
Cl 3.246 0.344 -0.414 -0.5 -0.7 1.0 0.24
H 0.829 -2.089 0.596 -1.2 0.0 1.5 0.20
H -2.626 0.184 -1.341 -0.8 0.6 0.4 0.49
H 2.100 -2.268 -0.568 -0.5 1.6 0.1 0.18
H 0.067 1.098 1.173 0.6 0.0 -0.9 0.23
H -1.511 2.017 1.160 0.1 -0.1 -0.4 0.20

***

Record 2
10
Properties=species:S:1:pos:R:3:forces:R:3:nbo_charge:R:1 method="wB97M-V/def2-TZVPD" energy_ha=-689.72084 molar_mass_g_mol=96.5 e_above_lowest_kj_mol=388.2 lumo_energy_ev="-0.2 / -0.7" total_charge=0
C 0.537 0.847 -0.206 -1.6 -0.4 1.9 -0.52
C -1.798 -1.429 -0.374 -1.4 0.6 -2.0 0.59
O -0.677 -1.930 -0.792 2.2 1.1 0.6 -0.69
O -1.791 -0.920 0.825 1.7 -0.4 1.9 -0.69
Cl -2.395 -0.136 -1.548 -0.6 -0.3 -0.2 -0.19
H -0.506 1.053 -0.044 -0.1 0.5 -0.2 0.18
H 0.955 0.366 0.652 0.9 -0.1 0.1 0.18
H 0.884 0.830 -1.175 1.1 0.0 -1.8 0.18
H 0.026 -1.177 -0.603 -0.9 -1.5 -0.4 0.47
H -2.625 -0.594 1.100 -1.4 0.5 0.2 0.51

***

Record 3
8
Properties=species:S:1:pos:R:3:forces:R:3:nbo_charge:R:1 method="wB97M-V/def2-TZVPD" spin_multiplicity=3 energy_ha=-178.82729 molar_mass_g_mol=48.1 e_above_lowest_kj_mol=0.0 lumo_energy_ev="1.3 / -1.5" total_charge=0
C -0.561 -0.492 -0.026 -0.8 1.5 1.4 -0.75
C 0.563 0.445 -0.266 -3.7 -1.0 -3.3 0.24
F 1.748 -0.074 -0.156 1.6 -0.2 0.3 -0.30
H -1.609 -0.299 -0.237 0.2 1.4 -0.6 0.24
H -0.464 -1.397 -0.460 1.1 -3.1 -2.1 0.23
H -0.694 -0.836 0.968 0.5 0.1 1.9 0.22
H 0.660 1.480 1.236 0.3 1.2 2.1 -0.02
H 0.357 1.172 -1.060 0.9 0.2 0.3 0.14

***

Record 4
10
Properties=species:S:1:pos:R:3:forces:R:3:nbo_charge:R:1 method="wB97M-V/def2-TZVPD" energy_ha=-620.24628 molar_mass_g_mol=98.0 e_above_lowest_kj_mol=70.2 lumo_energy_ev=0.9 total_charge=0 smiles=CC(F)(F)P
C -0.615 0.816 -0.664 -1.9 -0.1 1.3 -0.68
C 0.023 0.127 0.499 0.3 1.1 -1.0 0.48
F 1.104 0.922 0.897 0.1 -1.0 -0.4 -0.37
F -0.827 0.275 1.537 -0.7 -0.4 1.0 -0.35
P 0.265 -1.746 0.360 0.7 0.5 2.0 0.25
H -1.373 0.182 -1.131 -0.4 0.3 0.5 0.22
H -0.950 1.797 -0.304 -0.7 -0.5 0.1 0.24
H -0.037 1.098 -1.444 2.7 0.3 -2.3 0.23
H 1.494 -1.491 1.077 -0.5 -0.8 -0.2 0.01
H 0.917 -1.979 -0.825 0.5 0.5 -1.0 -0.02

***

Record 5
10
Properties=species:S:1:pos:R:3:forces:R:3:nbo_charge:R:1 method="wB97M-V/def2-TZVPD" energy_ha=-531.38770 molar_mass_g_mol=189.0 e_above_lowest_kj_mol=313.4 lumo_energy_ev=-0.1 total_charge=0 smiles=CCN(F)I
C -0.750 0.665 -0.445 -2.7 -0.4 0.0 -0.66
C -0.321 -0.333 0.522 3.3 -0.4 3.4 -0.21
N 1.343 -0.722 0.514 -3.6 0.5 0.7 -0.19
F 1.229 -1.625 -0.542 1.0 -0.8 -1.1 -0.29
I 2.617 0.789 -0.061 -0.1 0.1 -0.1 0.25
H -1.872 0.742 -0.229 1.1 -0.1 -0.7 0.23
H -0.405 1.650 -0.272 0.8 0.9 -0.1 0.23
H -0.611 0.269 -1.447 0.1 0.5 -0.2 0.23
H -0.522 -0.120 1.633 0.4 0.1 -1.7 0.20
H -0.707 -1.313 0.327 -0.2 -0.4 -0.1 0.21

***

Record 6
13
Properties=species:S:1:pos:R:3:forces:R:3:nbo_charge:R:1 method="wB97M-V/def2-TZVPD" energy_ha=-514.16155 molar_mass_g_mol=124.1 e_above_lowest_kj_mol=60.7 lumo_energy_ev=-0.2 total_charge=0 smiles="O=[N+]([O-])/N=C/CO.F"
O -2.584 1.633 -0.189 -0.2 0.4 -0.1 -0.33
N -2.071 0.573 0.020 0.1 -0.2 -0.9 0.64
O -2.628 -0.511 -0.009 -0.8 -0.3 -0.1 -0.42
N -0.790 0.563 0.447 1.4 0.4 1.8 -0.29
C 0.249 0.290 -0.210 -0.8 0.0 -1.1 0.18
C 1.582 0.188 0.446 0.1 -0.2 0.8 -0.14
O 2.652 0.254 -0.448 0.2 0.1 -0.5 -0.69
H 0.234 0.093 -1.286 -0.1 -0.1 0.0 0.19
H 1.629 -0.818 0.887 -0.1 0.2 0.0 0.23
H 1.661 0.918 1.263 -0.1 -0.1 -0.1 0.20
H 2.741 1.139 -0.818 0.0 0.0 0.1 0.47
F -0.944 -2.432 -0.079 -0.4 0.1 0.0 -0.61
H -1.730 -1.890 -0.023 0.7 -0.2 0.0 0.56